No. 1
C9H9BrClNO2 | ωB97M-V/def2-TZVPD

Geometry as ORCA input:
```
! wB97M-V def2-TZVPD RIJCOSX def2/J DEFGRID3
* xyz 0 1
C -2.66885 -0.90159 1.69724
C -2.94828 -0.42332 0.31810
Br -4.74675 0.15012 -0.07367
N -2.22494 -0.25849 -0.71272
O -2.58964 0.10538 -1.79874
O -0.89420 -0.70744 -0.57784
C 0.06885 -0.05999 -1.36959
C 1.24101 -0.98760 -1.43914
C 2.42546 -0.67118 -0.80390
C 2.65495 0.49496 -0.00772
C 1.69368 1.41718 -0.05536
C 0.43589 1.33904 -0.73751
C -0.58758 2.25127 -0.76147
Cl -0.47963 3.85009 0.02014
H -2.82791 -0.14289 2.41791
H -1.63646 -1.37848 1.76671
H -3.29571 -1.80072 1.83473
H -0.32794 0.14450 -2.27665
H 1.20707 -1.93486 -1.99460
H 3.30510 -1.34033 -0.81418
H 3.58941 0.48482 0.53754
H 1.91180 2.30210 0.48489
H -1.42585 2.02397 -1.45236
*
```

Computed properties:
* M: 278.53 g/mol
* Kohn-Sham gap: 7.99 eV
* SMILES: C/C(Br)=[N+](/[O-])O[C@@H]1C=CC=C/C1=C\Cl
* lowest unoccupied orbital energy: -0.01729 Eh
* maximum force: 3.4 eV/Å

Here are the Mulliken charges for atoms 1 to 2, given in e: number 1, C, carries -1.0469; number 2, C, carries 0.2999

=====

No. 2
C9H9ClN2O3 | ωB97M-V/def2-TZVPD

Geometry as ORCA input:
```
! wB97M-V def2-TZVPD RIJCOSX def2/J DEFGRID3
* xyz 0 3
C -0.93382 1.79497 0.04365
C -1.06114 0.40356 0.40922
C 0.35038 2.03808 -0.00139
C 0.18250 -0.11966 0.57174
C -3.10990 -2.30843 -1.05512
C -2.28954 -1.81588 -0.11735
C 2.43433 0.98822 0.36719
C 3.21478 -0.07846 0.08963
C -2.38293 -0.44145 0.48988
N 4.54510 0.19891 0.21343
N 1.09781 1.00535 0.42899
O 5.38642 -0.63923 -0.17745
O 1.01474 3.14983 -0.55249
O 0.54421 -1.33128 1.03083
Cl 2.70071 -1.58314 -0.78323
H -1.67899 2.42779 -0.42502
H -2.92051 -3.29283 -1.35558
H -3.73126 -1.52384 -1.50306
H -1.47853 -2.40952 0.27078
H 2.85503 1.91404 0.66213
H -2.58914 -0.65608 1.51976
H -3.10629 0.27035 0.05753
H 0.40884 3.95672 -0.42940
H 0.54719 -1.94802 0.24534
*
```

Computed properties:
* expectation value of S²: 2.042
* M: 228.63 g/mol
* Kohn-Sham gap (alpha / beta): 8.02 / 6.58 eV
* lowest unoccupied orbital energy (alpha / beta): 0.01381 / -0.05969 Eh
* maximum force: 3.9 eV/Å

Here are the Mulliken charges for atoms 1 to 2, given in e: number 1, C, carries -1.1161; number 2, C, carries 0.6243

=====

No. 3
C9H9ClNO3S | ωB97M-V/def2-TZVPD

Geometry as ORCA input:
```
! wB97M-V def2-TZVPD RIJCOSX def2/J DEFGRID3
* xyz -1 1
C -0.42600 1.26647 1.40803
C -0.35744 0.72180 0.01833
C 0.37295 -0.32424 -0.43708
C 1.50372 -0.75560 0.37679
C 2.04363 -2.00325 0.36570
C 1.70131 -2.81518 -0.73678
Cl 2.53328 -4.36080 -0.90963
C 1.03398 -2.45660 -1.80067
C 0.13856 -1.18755 -1.73993
O 0.42248 -0.47080 -2.91993
S -0.98900 0.50860 -3.26471
O -0.77683 0.95287 -4.64149
O -2.08134 -0.43773 -3.00180
N -0.90732 1.66655 -2.27121
C -1.38558 1.33317 -0.87802
H -0.16671 0.54398 2.08441
H -1.36708 1.62443 1.68073
H 0.25819 2.17280 1.43015
H 1.95638 -0.01701 0.98208
H 2.81039 -2.20072 1.11105
H 0.78453 -2.91732 -2.78002
H -0.85159 -1.61889 -1.70942
H -2.35388 0.76234 -0.91703
H -1.60815 2.32262 -0.37100
*
```

Computed properties:
* M: 246.69 g/mol
* Kohn-Sham gap: 7.75 eV
* SMILES: CC1=C2C=CC(Cl)=C[C@@H]2O[S@@](=O)([O-])=NC1
* lowest unoccupied orbital energy: 0.11139 Eh
* maximum force: 3.9 eV/Å

Here are the Mulliken charges for atoms 1 to 2, given in e: number 1, C, carries -2.1342; number 2, C, carries 0.9517

=====

No. 4
C9H9F3I2O4RuSYb | ωB97M-V/def2-TZVPD

Geometry as ORCA input:
```
! wB97M-V def2-TZVPD RIJCOSX def2/J DEFGRID3
* xyz 4 7
I -1.52340 3.32102 -1.55407
I 0.62369 -0.91811 3.88667
Yb 1.07350 0.39217 1.51411
Ru 0.54508 1.79233 -0.63009
S -0.92092 0.08329 0.40212
C 0.85311 0.94332 -2.14516
C 1.84809 3.04322 -0.96356
C -1.32275 -1.41181 -0.56230
C -1.96030 -2.35266 0.45236
C -0.13147 -2.09211 -1.24310
C -2.34117 -0.90737 -1.57585
C 3.09820 0.96229 2.17100
C 2.26990 -1.33064 0.75693
O 2.62084 3.86809 -1.29163
O 1.05831 0.43440 -3.19774
O 4.14819 1.30397 2.61893
O 2.81729 -2.32631 0.46090
H -2.25862 -3.27813 -0.04659
H -2.84969 -1.89208 0.90480
H -1.25634 -2.60069 1.26423
H -0.45237 -2.44663 -2.23983
H 0.19631 -2.97454 -0.67098
H 0.72140 -1.43012 -1.39452
H -2.70465 -1.75316 -2.17240
H -1.91209 -0.15834 -2.26010
H -3.19820 -0.44115 -1.06939
F 0.33970 2.95149 3.34554
C 0.37085 2.67449 2.05148
F -0.99588 2.83995 1.65509
F 1.24342 3.70384 1.53317
*
```

Computed properties:
* expectation value of S²: 12.041
* M: 798.15 g/mol
* Kohn-Sham gap (alpha / beta): 8.24 / 4.58 eV
* lowest unoccupied orbital energy (alpha / beta): -0.60015 / -0.70803 Eh
* maximum force: 12.5 eV/Å

Here are the Mulliken charges for atoms 1 to 2, given in e: number 1, I, carries 0.8396; number 2, I, carries 0.6291

=====

No. 5
C9H9F4NO3 | ωB97M-V/def2-TZVPD

Geometry as ORCA input:
```
! wB97M-V def2-TZVPD RIJCOSX def2/J DEFGRID3
* xyz 0 1
O 0.08983 -3.07767 2.49538
C 0.07080 -1.85340 2.30507
C -1.16793 -1.09172 2.16669
F -2.31178 -1.78010 2.34777
C -1.18306 0.22887 1.87043
F -2.35616 0.88561 1.73935
C 0.02722 1.03435 1.77958
O 0.01620 2.28743 1.84197
C 1.26134 0.26766 1.88203
F 2.41122 0.96026 1.75053
C 1.28577 -1.05338 2.17507
F 2.44970 -1.70531 2.35880
C 0.13743 1.55423 -4.38998
C 0.15160 2.44769 -3.17626
O -0.82896 3.46156 -3.36583
C -0.07254 1.71204 -1.84705
N -0.26124 2.69096 -0.81481
H 0.89375 0.76865 -4.30592
H -0.84358 1.07867 -4.50785
H 0.34625 2.12768 -5.29732
H 1.14174 2.92790 -3.11130
H -1.03222 3.80766 -2.47421
H -0.98539 1.10172 -1.93842
H 0.78886 1.04711 -1.65782
H -0.31043 2.39708 0.15636
H 0.42739 3.43830 -0.89459
*
```

Computed properties:
* M: 255.17 g/mol
* Kohn-Sham gap: 6.15 eV
* SMILES: O=C1C(F)=C(F)C(=O)C(F)=C1F.C[C@@H](O)CN
* lowest unoccupied orbital energy: -0.12037 Eh
* maximum force: 3.6 eV/Å

Here are the Mulliken charges for atoms 1 to 2, given in e: number 1, O, carries -0.5069; number 2, C, carries 0.4345

=====

No. 6
C9H9I2NO5STiY | ωB97M-V/def2-TZVPD

Geometry as ORCA input:
```
! wB97M-V def2-TZVPD RIJCOSX def2/J DEFGRID3
* xyz 4 2
I -1.59814 2.96404 2.44976
I -1.20283 0.39583 4.21495
Ti 1.51526 -0.53608 1.56628
Y 0.48685 2.35007 0.59319
S -0.64047 0.10093 0.77286
C 0.08979 2.15354 -2.04492
C 2.29728 3.72298 -0.71086
C -1.65656 -0.90215 -0.74024
C -2.23381 -2.08692 0.01926
C -0.69118 -1.26990 -1.82374
C -2.69402 0.11014 -1.16582
C 3.34435 -1.30328 2.17326
C 1.38220 -2.38331 0.68600
O 3.04192 4.47234 -1.18085
O -0.22090 2.20131 -3.16435
O 4.40831 -1.67193 2.51195
O 1.22854 -3.48968 0.34020
H -2.88937 -2.69345 -0.62172
H -2.83852 -1.76062 0.87762
H -1.44824 -2.76006 0.38554
H -1.23453 -1.82424 -2.59781
H 0.12427 -1.89639 -1.46502
H -0.26396 -0.38423 -2.29101
H -3.37474 -0.35409 -1.88702
H -2.23931 0.96594 -1.67261
H -3.28923 0.47455 -0.32029
O 4.51851 2.33922 2.05939
C 3.56690 1.77570 1.70721
N 2.51163 1.28976 1.32877
*
```

Computed properties:
* expectation value of S²: 0.761
* M: 633.82 g/mol
* Kohn-Sham gap (alpha / beta): 5.96 / 6.21 eV
* lowest unoccupied orbital energy (alpha / beta): -0.62671 / -0.61789 Eh
* maximum force: 10.2 eV/Å

Here are the Mulliken charges for atoms 1 to 2, given in e: number 1, I, carries 0.2360; number 2, I, carries 0.3972

=====

No. 7
C9H9IN2O6PTl | ωB97M-V/def2-TZVPD

Geometry as ORCA input:
```
! wB97M-V def2-TZVPD RIJCOSX def2/J DEFGRID3
* xyz 2 1
N 0.21196 3.65881 0.78294
C 0.37524 2.65372 -0.20540
O -0.35656 2.89675 -1.33265
C 2.03537 2.57728 -0.52873
O 2.31106 2.22543 -1.62408
O 2.67398 2.93550 0.46794
N 0.01049 1.40538 0.32204
O 0.10446 0.43012 -0.61353
C 0.96224 -0.67089 -0.14160
O 2.02069 -0.43613 0.32233
C 0.30489 -1.96418 -0.32926
C 0.54065 -2.96942 0.60243
C -0.11093 -4.17508 0.43707
C -0.98007 -4.37118 -0.63152
C -1.18707 -3.36679 -1.56192
C -0.55471 -2.14579 -1.42122
P -1.61695 1.37470 1.11547
O -1.52571 0.08756 2.03205
I -3.27659 0.83353 -0.46943
H 1.15354 4.02328 0.91309
H -0.42039 4.38842 0.46404
H -0.02852 3.70736 -1.75241
H 1.20624 -2.80048 1.43260
H 0.07831 -4.95749 1.15405
H -1.48695 -5.31850 -0.72188
H -1.85157 -3.51366 -2.39787
H -0.72975 -1.35721 -2.13552
H -1.69868 0.32101 2.96037
Tl 1.83530 4.52795 2.86059
*
```

Computed properties:
* M: 603.44 g/mol
* Kohn-Sham gap: 3.53 eV
* lowest unoccupied orbital energy: -0.41900 Eh
* maximum force: 4.9 eV/Å

Here are the Mulliken charges for atoms 1 to 2, given in e: number 1, N, carries -0.4352; number 2, C, carries 0.7758

=====

No. 8
C9H9N | ωB97M-V/def2-TZVPD

Geometry as ORCA input:
```
! wB97M-V def2-TZVPD RIJCOSX def2/J DEFGRID3
* xyz 0 1
C -1.03831 -3.77933 2.61639
C -0.30692 -3.10168 1.86504
C -1.54688 0.90926 0.64231
C -1.12868 -0.38757 1.09860
C 0.68008 -0.47597 -0.44506
C 0.43632 0.77865 -0.75744
C -0.69719 1.58091 -0.38278
C 0.36170 -2.32477 0.98935
C 1.34951 1.47608 -1.77740
N -0.12460 -1.11467 0.54757
H -2.21306 1.46505 1.15564
H -1.69284 -0.73824 1.91464
H 1.65516 -0.82456 -0.72798
H -1.20858 1.97249 -1.22831
H -0.31198 2.50071 0.14311
H 1.29622 -2.72573 0.50867
H 2.18434 0.86143 -1.98648
H 1.62969 2.59937 -1.58241
H 0.67603 1.32856 -2.59347
*
```

Computed properties:
* M: 131.18 g/mol
* Kohn-Sham gap (alpha / beta): 7.45 / 7.45 eV
* lowest unoccupied orbital energy (alpha / beta): -0.03073 / -0.03077 Eh
* maximum force: 7.4 eV/Å

Here are the Mulliken charges for atoms 1 to 2, given in e: number 1, C, carries -0.5216; number 2, C, carries -0.3869

=====

Please write out number 4 again, unchanged.
C9H9F3I2O4RuSYb | ωB97M-V/def2-TZVPD

Geometry as ORCA input:
```
! wB97M-V def2-TZVPD RIJCOSX def2/J DEFGRID3
* xyz 4 7
I -1.52340 3.32102 -1.55407
I 0.62369 -0.91811 3.88667
Yb 1.07350 0.39217 1.51411
Ru 0.54508 1.79233 -0.63009
S -0.92092 0.08329 0.40212
C 0.85311 0.94332 -2.14516
C 1.84809 3.04322 -0.96356
C -1.32275 -1.41181 -0.56230
C -1.96030 -2.35266 0.45236
C -0.13147 -2.09211 -1.24310
C -2.34117 -0.90737 -1.57585
C 3.09820 0.96229 2.17100
C 2.26990 -1.33064 0.75693
O 2.62084 3.86809 -1.29163
O 1.05831 0.43440 -3.19774
O 4.14819 1.30397 2.61893
O 2.81729 -2.32631 0.46090
H -2.25862 -3.27813 -0.04659
H -2.84969 -1.89208 0.90480
H -1.25634 -2.60069 1.26423
H -0.45237 -2.44663 -2.23983
H 0.19631 -2.97454 -0.67098
H 0.72140 -1.43012 -1.39452
H -2.70465 -1.75316 -2.17240
H -1.91209 -0.15834 -2.26010
H -3.19820 -0.44115 -1.06939
F 0.33970 2.95149 3.34554
C 0.37085 2.67449 2.05148
F -0.99588 2.83995 1.65509
F 1.24342 3.70384 1.53317
*
```

Computed properties:
* expectation value of S²: 12.041
* M: 798.15 g/mol
* Kohn-Sham gap (alpha / beta): 8.24 / 4.58 eV
* lowest unoccupied orbital energy (alpha / beta): -0.60015 / -0.70803 Eh
* maximum force: 12.5 eV/Å

Here are the Mulliken charges for atoms 1 to 2, given in e: number 1, I, carries 0.8396; number 2, I, carries 0.6291